54
Properties=species:S:1:pos:R:3:forces:R:3:lowdin_charge:R:1 method="wB97M-V/def2-TZVPD" relative_energy_ev=1.590 mol_weight_g_mol=389.52 homo_ev=-8.17 e_tot_ha=-1562.66234 smiles="Cc1cc(C)c(NC(=O)CSc2nnc(CN3CCOCC3)n2C)c(C)c1"
C 5.715255 3.391486 0.983581 -0.1 0.0 0.0 -0.0539
C 4.909410 2.206124 0.544686 0.0 0.0 0.0 -0.2746
C 3.718414 2.384208 -0.147373 0.1 -0.1 0.0 -0.0139
C 2.939089 1.310225 -0.541305 0.0 0.0 0.1 -0.1934
C 1.672170 1.536224 -1.309897 0.0 0.0 0.1 -0.0382
C 3.367057 0.015122 -0.225244 0.2 0.2 0.2 -0.1466
N 2.571851 -1.080546 -0.638064 0.4 0.3 -0.4 0.1310
C 2.151045 -2.083877 0.164376 -0.2 -0.3 -0.2 -0.5680
O 2.381087 -2.183410 1.348225 0.0 0.0 0.1 0.0557
C 1.373894 -3.165008 -0.591110 -0.4 0.1 0.3 -0.3560
S -0.148809 -3.570039 0.308523 0.2 -0.4 0.0 0.9961
C -0.848943 -1.986683 0.254618 -0.1 0.0 0.0 -0.6197
N -0.436642 -0.998007 -0.491626 0.3 -0.8 -0.2 0.0320
N -1.233035 0.054222 -0.231141 -0.5 0.9 0.2 0.0772
C -2.116772 -0.297436 0.658914 0.0 -0.1 0.1 -0.2880
C -3.225460 0.574573 1.145222 -0.2 0.1 0.0 -0.1125
N -4.309794 0.734685 0.190133 -0.1 0.0 0.1 -0.1589
C -3.921475 1.469832 -1.003676 -0.3 0.0 -0.3 -0.1695
C -5.168821 1.715790 -1.852515 0.3 0.3 0.1 -0.1945
O -5.803674 0.507907 -2.203768 0.0 -0.1 -0.2 -0.1288
C -6.160050 -0.212794 -1.050744 0.0 -0.3 0.3 -0.1992
C -4.935519 -0.520984 -0.187562 -0.3 0.1 -0.2 -0.1715
N -1.920299 -1.610093 1.011321 0.6 0.3 -0.5 -0.0489
C -2.617133 -2.431709 1.957276 -0.3 -0.3 0.2 -0.0266
C 4.585029 -0.193771 0.423888 -0.1 -0.1 0.0 -0.1900
C 5.118069 -1.568039 0.680044 0.0 0.0 0.2 -0.0399
C 5.328863 0.914206 0.810605 -0.1 0.1 0.0 -0.0095
H 5.789443 4.124610 0.182478 0.1 0.1 0.0 0.0773
H 5.235599 3.874926 1.834866 0.0 0.1 0.1 0.0821
H 6.717221 3.092601 1.280945 0.1 0.0 0.0 0.0724
H 3.388678 3.386606 -0.381858 -0.1 0.1 -0.1 0.1156
H 0.829733 1.018321 -0.857853 0.0 0.0 -0.1 0.0389
H 1.441850 2.597406 -1.351294 0.0 0.1 -0.1 0.0780
H 1.778483 1.177068 -2.335311 -0.1 0.0 -0.1 0.0882
H 2.054268 -0.930838 -1.492637 -0.1 -0.2 0.2 0.1272
H 1.954948 -4.087721 -0.600242 0.0 0.1 0.0 0.0887
H 1.105143 -2.872426 -1.604323 0.1 0.0 0.0 0.0762
H -3.649295 0.165633 2.066476 0.1 0.1 0.0 0.1161
H -2.821380 1.568525 1.351469 0.0 -0.1 0.1 0.1300
H -3.489781 2.424633 -0.699860 0.0 0.0 -0.1 0.1273
H -3.172516 0.920603 -1.594989 -0.1 0.1 0.0 0.1176
H -4.905220 2.207120 -2.790139 0.0 0.0 0.1 0.1256
H -5.868886 2.350421 -1.288086 0.1 0.0 -0.1 0.1256
H -6.631281 -1.134894 -1.395882 0.0 0.0 0.1 0.1255
H -6.880029 0.367216 -0.453378 0.0 -0.1 0.0 0.1272
H -5.251431 -1.046782 0.716957 0.0 -0.1 0.0 0.1228
H -4.250910 -1.168160 -0.763644 0.0 0.0 0.1 0.1320
H -1.933831 -3.200166 2.319881 -0.1 0.1 0.1 0.0746
H -3.476726 -2.916954 1.488937 0.0 0.0 0.1 0.0967
H -2.957053 -1.826112 2.796695 0.0 -0.1 0.0 0.0945
H 4.967784 -2.207685 -0.189308 0.0 -0.1 0.0 0.0848
H 6.179649 -1.527048 0.910872 0.1 0.0 -0.1 0.0770
H 4.593396 -2.024778 1.519021 0.1 -0.1 0.0 0.0747
H 6.267337 0.755671 1.322819 0.1 0.0 0.0 0.1135